# 1
{
  "formula": "C32H35B3FeN5O24",
  "method": "ωB97M-V/def2-TZVPD",
  "e_lumo_ev": [-1.06, -5.24],
  "s2": 8.756,
  "multiplicity": 6,
  "homo_ev": [-8.909, -8.909],
  "e_tot_ev": -126769.9274,
  "total_charge": 0,
  "species": ["Fe", "O", "C", "O", "B", "O", "C", "O", "O", "C", "O", "C", "O", "O", "O", "C", "O", "B", "O", "C", "O", "O", "C", "O", "C", "O", "O", "O", "C", "O", "B", "O", "C", "O", "O", "C", "O", "C", "O", "O", "C", "C", "C", "C", "N", "H", "H", "H", "H", "H", "H", "H", "C", "C", "C", "C", "N", "H", "H", "H", "H", "H", "H", "H", "C", "C", "C", "C", "N", "H", "H", "H", "H", "H", "H", "H", "C", "C", "C", "C", "N", "H", "H", "H", "H", "H", "H", "H", "C", "C", "C", "C", "N", "H", "H", "H", "H", "H", "H", "H"],
  "xyz": [[-0.0971, 0.8024, 0.4684], [4.7151, -0.9828, -6.6449], [4.5446, -0.6519, -5.4584], [3.8234, 0.2574, -4.9380], [3.9385, 0.2359, -3.4235], [4.8895, -0.8656, -3.1943], [5.3071, -1.3357, -4.2894], [6.0950, -2.2873, -4.4253], [2.6786, -0.0552, -2.6862], [2.4288, 0.8618, -1.7403], [1.5302, 0.8985, -0.8925], [3.6130, 1.8890, -1.8386], [4.3975, 1.5176, -2.8249], [3.7505, 2.8554, -1.0903], [2.3547, -4.1515, -6.9970], [2.1746, -4.0253, -5.7871], [0.9974, -3.7004, -5.1755], [1.2409, -3.6066, -3.7273], [2.6832, -4.0418, -3.4953], [3.2338, -4.3081, -4.6962], [4.4090, -4.5997, -4.9019], [1.0499, -2.1847, -3.3215], [0.2225, -2.1452, -2.2999], [-0.1771, -1.1389, -1.7606], [-0.3481, -3.6121, -2.0504], [0.3369, -4.4158, -2.8249], [-1.2255, -4.0026, -1.2129], [-3.4937, -1.4917, 8.6794], [-2.6379, -1.0357, 7.9292], [-2.8531, -0.3199, 6.8067], [-1.5683, 0.0439, 6.2151], [-0.5835, -0.5046, 7.1727], [-1.1849, -1.1338, 8.1880], [-0.6396, -1.7029, 9.1143], [-1.4436, 1.5420, 6.0777], [-0.9702, 1.8250, 4.9460], [-0.6382, 2.9622, 4.5342], [-1.0298, 0.5115, 4.0530], [-1.4672, -0.5025, 4.8258], [-0.7658, 0.5095, 2.8466], [-2.4213, -0.4310, -4.6432], [-1.8783, 0.9318, -4.8804], [-2.3611, 1.8076, -3.6928], [-1.6732, 1.5125, -2.4261], [-1.1451, 1.3161, -1.4168], [-1.8026, -1.1021, -5.2390], [-3.4499, -0.5434, -4.9859], [-2.4835, -0.7268, -3.5959], [-2.2666, 1.2955, -5.8317], [-0.8072, 0.7299, -4.8730], [-3.4481, 1.7923, -3.6134], [-2.3021, 2.8665, -3.9442], [1.8740, 4.9541, 3.5389], [2.6451, 3.8162, 4.2872], [3.2125, 2.6884, 3.3876], [2.1840, 2.1095, 2.4885], [1.3499, 1.7214, 1.7742], [0.9016, 4.6217, 3.1756], [2.3247, 5.2781, 2.6008], [1.6574, 5.7768, 4.2203], [1.8847, 3.4121, 4.9554], [3.4952, 4.2242, 4.8340], [3.7487, 1.9018, 3.9184], [3.9130, 3.0689, 2.6442], [3.6545, -3.8437, -0.3132], [2.4874, -4.0982, 0.6938], [2.3161, -3.0613, 1.8179], [1.5737, -1.9007, 1.3483], [0.9996, -0.9492, 0.9779], [3.6142, -2.8876, -0.8350], [3.6173, -4.6255, -1.0719], [4.6332, -3.9100, 0.1621], [2.8437, -5.0318, 1.1290], [1.6030, -4.3387, 0.1038], [3.2235, -2.7527, 2.3371], [1.7514, -3.6053, 2.5751], [-5.4374, -3.5041, -1.1720], [-4.4565, -2.3873, -1.0828], [-3.8676, -2.2654, 0.3460], [-2.7587, -1.3340, 0.4746], [-1.8647, -0.5727, 0.4485], [-5.6703, -3.6746, -2.2231], [-6.3489, -3.2421, -0.6347], [-5.0636, -4.4636, -0.8144], [-5.0300, -1.4906, -1.3179], [-3.6719, -2.4414, -1.8376], [-3.4378, -3.2545, 0.5043], [-4.6742, -2.2028, 1.0765], [-1.9203, 6.3062, 1.3178], [-3.2231, 5.5066, 1.5547], [-3.4293, 4.2282, 0.7289], [-2.4127, 3.2017, 0.9279], [-1.5630, 2.4237, 1.1049], [-1.9447, 7.0992, 2.0653], [-1.8446, 6.7922, 0.3451], [-1.0759, 5.6788, 1.6031], [-4.0804, 6.1798, 1.5524], [-3.2418, 5.2264, 2.6079], [-3.3558, 4.4882, -0.3271], [-4.3870, 3.7746, 0.9842]],
  "forces_ev_per_a": [[-0.1, -0.8, 0.0], [-1.1, 1.5, 3.3], [3.2, -3.3, -3.7], [-2.4, 2.5, 2.1], [1.0, -0.6, -1.1], [-1.4, 2.1, 3.3], [3.0, -4.8, -3.7], [-1.9, 3.0, 0.5], [-1.8, 1.6, 2.2], [1.2, -1.2, -1.5], [0.2, 0.1, -0.6], [0.3, 2.0, 1.3], [-0.6, 0.0, 0.2], [-0.4, -2.1, -1.5], [-0.7, 0.5, 3.4], [-0.1, -0.9, -2.8], [1.0, -0.4, 0.4], [1.5, -0.5, -0.5], [-1.3, 0.1, -0.8], [2.9, 0.2, -0.2], [-3.3, 0.3, 0.6], [-0.7, -0.7, 1.2], [-0.9, -0.1, -0.8], [0.2, -0.4, 0.2], [-1.7, -1.6, 2.7], [-0.2, 0.9, -0.5], [3.0, 2.1, -2.9], [1.6, 1.0, -1.9], [-3.5, -0.5, 1.6], [0.1, -0.4, 0.3], [-0.8, -0.6, 1.6], [0.6, 0.3, -0.7], [2.2, -1.0, 1.0], [-0.9, 1.1, -1.6], [-0.2, -1.2, 1.7], [0.9, 3.1, -3.1], [-0.6, -3.3, 0.7], [0.1, -0.1, -0.7], [1.3, 2.1, -1.4], [-0.5, -0.8, 2.0], [-1.0, -1.5, -0.6], [-0.3, -0.2, 1.3], [0.2, 0.9, -1.0], [0.1, 0.1, 0.9], [-0.3, 0.5, -1.0], [-0.2, -0.5, 0.4], [-0.1, 0.1, -0.2], [0.6, -0.1, 0.1], [0.4, 0.4, 0.1], [0.2, 1.1, -0.2], [-0.1, -0.9, 0.5], [0.9, 0.3, 0.3], [0.0, -0.8, -0.4], [-0.8, 0.5, -0.8], [-0.6, 0.2, -1.0], [-1.7, -0.7, -0.8], [1.5, 0.8, 1.0], [-0.2, -0.5, 0.4], [0.7, 0.4, 0.3], [0.3, 0.1, -0.1], [0.4, -0.2, 0.3], [-0.2, -0.1, 0.1], [-0.3, -0.1, 0.1], [0.3, 0.4, 0.1], [-0.5, 0.2, 0.2], [2.3, -0.4, -1.2], [-0.7, -0.9, -0.3], [-1.4, 2.7, -0.6], [1.1, -2.4, 1.0], [-0.2, 0.1, -0.1], [0.0, 0.1, -0.1], [-0.1, 0.0, 0.2], [-0.6, -0.1, 0.5], [-0.4, 0.4, 0.5], [0.2, 0.1, -0.5], [-0.5, 0.5, 0.2], [-0.3, -0.9, -0.3], [0.3, 1.4, 0.1], [0.1, -1.3, -0.7], [2.2, 2.5, -0.3], [-2.1, -1.8, 0.4], [-0.3, 0.1, 0.0], [-0.1, -0.2, 0.0], [0.1, 0.1, 0.2], [0.2, 0.4, 0.0], [0.2, -0.3, 0.2], [0.4, -0.1, 0.3], [0.3, 0.7, 0.2], [-0.9, -0.3, 0.8], [0.6, 0.3, 1.0], [0.0, 0.5, -0.1], [2.1, -1.3, 0.9], [-1.3, 1.2, -1.1], [0.1, 0.2, -0.1], [0.1, -0.4, -0.1], [0.3, 0.1, -0.5], [-0.2, -0.2, -0.9], [0.3, -0.3, 0.1], [-0.4, -0.2, -0.2], [-0.1, 0.0, -0.3]]
}

# 2
{
  "formula": "C19H44BINO13PS",
  "method": "ωB97M-V/def2-TZVPD",
  "e_lumo_ev": -0.03,
  "homo_ev": -8.927,
  "e_tot_ev": -77420.0456,
  "total_charge": 0,
  "species": ["C", "N", "C", "B", "O", "C", "C", "C", "C", "O", "O", "C", "P", "O", "I", "O", "S", "O", "O", "H", "H", "H", "H", "H", "H", "H", "H", "H", "H", "H", "H", "H", "H", "H", "H", "C", "O", "C", "C", "O", "C", "C", "O", "C", "H", "H", "H", "H", "H", "H", "H", "H", "H", "H", "H", "H", "H", "H", "C", "O", "C", "C", "O", "C", "C", "O", "C", "H", "H", "H", "H", "H", "H", "H", "H", "H", "H", "H", "H", "H", "H"],
  "xyz": [[-2.3421, -2.9515, -1.4374], [-2.3798, -1.7336, -0.6315], [-2.5093, -2.0371, 0.7899], [-1.3537, -0.7687, -0.9921], [-1.6264, 0.2185, -1.9179], [0.1639, -0.7614, -0.4979], [0.5493, 0.5028, 0.2758], [0.1012, 0.5708, 1.7425], [0.6891, 1.8426, 2.3854], [0.6662, 2.9363, 1.4773], [2.0027, 3.2669, 1.0849], [0.4295, -0.7040, 2.5209], [0.4332, -0.4654, 4.3894], [0.9142, -1.9701, 4.8126], [-1.9774, -0.7181, 4.6946], [1.7336, -1.2047, 2.2341], [2.0079, -2.0227, 0.8025], [2.2274, -3.3890, 1.2016], [0.5116, -2.0009, 0.2012], [-1.5177, -3.6180, -1.1541], [-3.2833, -3.4964, -1.3325], [-2.2372, -2.6982, -2.4942], [-2.4147, -1.1273, 1.3852], [-3.5160, -2.4192, 0.9839], [-1.7939, -2.7904, 1.1416], [-2.3116, 0.8422, -1.6507], [0.7554, -0.7449, -1.4233], [1.6211, 0.7000, 0.1868], [0.0539, 1.3257, -0.2423], [-0.9858, 0.7031, 1.7639], [1.6928, 1.6967, 2.7844], [0.0381, 2.1506, 3.2093], [1.9906, 3.0397, 0.1430], [-0.3294, -1.4546, 2.3128], [1.8578, -2.0962, 4.6379], [6.6508, -2.5629, -5.5522], [6.8613, -1.9645, -4.2942], [6.0890, -0.8078, -4.0437], [5.4647, -0.8175, -2.6650], [4.4515, -1.7855, -2.4642], [4.8039, -3.1573, -2.3743], [5.5713, -3.5494, -1.1319], [6.8960, -3.0499, -1.1386], [7.3271, -2.5038, 0.0859], [7.2279, -2.0628, -6.3380], [6.9827, -3.5982, -5.4824], [5.5917, -2.5534, -5.8303], [5.3004, -0.6966, -4.7964], [6.7410, 0.0741, -4.1035], [4.9531, 0.1428, -2.5536], [6.2323, -0.8665, -1.8898], [5.3124, -3.5027, -3.2763], [3.8450, -3.6794, -2.3183], [5.6089, -4.6463, -1.1039], [5.0284, -3.2067, -0.2440], [6.5405, -1.9051, 0.5587], [8.1776, -1.8564, -0.1249], [7.6450, -3.2837, 0.7867], [-7.9573, 4.6132, -0.1235], [-6.7542, 4.6030, 0.6103], [-6.9092, 4.5135, 2.0136], [-5.9668, 3.5044, 2.6318], [-6.2319, 2.1521, 2.3044], [-5.9487, 1.6861, 0.9986], [-4.4789, 1.5701, 0.6627], [-3.8557, 2.8357, 0.5136], [-2.5981, 2.9394, 1.1382], [-8.4021, 5.6139, -0.1539], [-7.7232, 4.3058, -1.1422], [-8.6888, 3.9132, 0.2935], [-7.9407, 4.2522, 2.2743], [-6.6843, 5.4917, 2.4588], [-6.1196, 3.5600, 3.7127], [-4.9269, 3.7743, 2.4362], [-6.4739, 2.2632, 0.2350], [-6.3503, 0.6698, 0.9790], [-4.4050, 1.0231, -0.2886], [-3.9760, 0.9781, 1.4375], [-2.5915, 2.4497, 2.1198], [-2.3770, 3.9964, 1.2780], [-1.8035, 2.5074, 0.5170]],
  "forces_ev_per_a": [[-0.3, 0.1, -0.3], [0.4, 0.1, 0.4], [-0.2, -0.1, -0.1], [-0.4, -0.2, -0.1], [0.6, 0.4, 0.4], [0.1, 0.0, -0.1], [-0.2, 0.1, -0.1], [0.3, 0.3, -0.2], [-0.3, -0.1, 0.1], [0.0, 0.3, 0.1], [0.0, -0.2, 0.0], [-0.5, 0.1, 0.3], [0.3, 0.0, 0.0], [-0.1, -0.1, 0.1], [0.0, 0.0, 0.0], [0.0, 0.3, -0.3], [0.2, -0.3, 0.2], [0.0, 0.1, -0.1], [0.0, 0.2, 0.1], [0.0, 0.0, 0.0], [0.0, 0.0, 0.0], [0.0, 0.0, 0.0], [0.1, 0.0, 0.0], [0.0, 0.0, 0.0], [0.0, 0.1, 0.0], [-0.4, -0.4, -0.4], [-0.1, 0.0, 0.0], [0.0, -0.2, 0.2], [0.1, 0.0, -0.1], [0.0, -0.2, 0.0], [0.1, 0.0, -0.2], [0.1, 0.0, 0.1], [0.0, 0.0, 0.1], [0.2, -0.2, -0.1], [-0.1, 0.0, 0.0], [0.1, 0.0, 0.0], [-0.2, -0.1, 0.1], [0.1, 0.1, -0.1], [0.0, 0.1, 0.1], [-0.2, 0.0, 0.0], [-0.1, -0.1, 0.0], [0.1, -0.2, 0.0], [-0.1, 0.2, -0.1], [0.1, -0.1, 0.0], [0.0, 0.0, 0.0], [0.0, 0.0, 0.0], [0.0, 0.0, 0.0], [0.0, -0.1, 0.0], [-0.1, 0.1, -0.1], [0.0, 0.0, 0.0], [0.1, -0.1, -0.1], [0.1, 0.1, 0.1], [0.0, 0.0, 0.0], [-0.1, 0.0, 0.1], [0.0, 0.0, 0.0], [0.0, 0.0, 0.0], [0.0, 0.0, 0.0], [0.0, 0.0, 0.0], [0.0, 0.1, 0.0], [0.0, -0.2, 0.0], [0.0, 0.2, 0.0], [0.1, 0.1, 0.1], [0.0, -0.1, 0.1], [-0.1, -0.1, -0.1], [0.1, 0.0, -0.2], [-0.1, 0.0, 0.2], [0.1, 0.1, -0.1], [0.0, 0.0, 0.0], [0.0, 0.0, 0.0], [0.0, 0.0, 0.0], [0.0, 0.0, 0.0], [-0.1, 0.0, 0.1], [0.0, 0.0, 0.0], [0.0, 0.0, -0.2], [0.1, 0.1, 0.0], [0.0, 0.0, 0.0], [0.0, -0.1, 0.1], [0.0, 0.0, 0.0], [0.0, 0.0, 0.0], [0.0, 0.0, -0.1], [0.0, 0.0, 0.0]]
}

# 3
{
  "formula": "C20H45GdN2P3SSe",
  "method": "ωB97M-V/def2-TZVPD",
  "e_lumo_ev": [-9.95, -11.94],
  "s2": 16.071,
  "multiplicity": 8,
  "homo_ev": [-16.617, -16.553],
  "e_tot_ev": -149305.2579,
  "total_charge": 3,
  "species": ["Gd", "P", "P", "P", "H", "C", "C", "H", "C", "C", "C", "C", "C", "C", "C", "C", "C", "H", "H", "H", "H", "H", "H", "H", "H", "H", "H", "H", "H", "H", "H", "H", "H", "H", "H", "H", "H", "H", "H", "H", "H", "H", "H", "H", "H", "H", "C", "C", "C", "C", "C", "C", "Se", "H", "H", "H", "H", "H", "H", "C", "N", "C", "S", "N", "C", "H", "H", "H", "H", "H", "H", "H", "H"],
  "xyz": [[1.2006, -0.5599, -0.9911], [2.4066, -1.1295, 1.3612], [-1.1402, 0.2750, 2.1706], [1.0317, 2.2511, 0.2361], [1.8369, -0.5630, -4.9729], [2.4488, -0.0773, -4.1938], [2.0162, 0.2374, -2.9334], [0.9729, 0.6463, -2.8324], [2.5562, -2.9465, 1.3166], [2.4597, -0.7739, 3.1212], [4.0588, -0.5924, 0.7504], [-2.9176, 0.7713, 2.1438], [-1.4160, -1.4926, 2.5855], [-0.6988, 0.9241, 3.8363], [1.8264, 3.3530, -0.9996], [1.9707, 2.6837, 1.7485], [-0.4511, 3.3181, 0.6118], [3.3156, 0.4932, -4.5743], [2.7736, 0.5157, -2.1599], [2.2264, -3.3934, 0.3652], [1.9698, -3.3819, 2.1391], [3.6243, -3.1476, 1.4719], [1.5785, -1.1962, 3.6223], [2.5229, 0.3078, 3.2996], [3.3736, -1.2778, 3.4633], [4.1925, -0.5782, -0.3471], [4.7186, -1.3595, 1.1755], [4.3248, 0.4009, 1.1423], [-3.3162, 0.8011, 3.1694], [-3.4976, 0.0449, 1.5589], [-3.0395, 1.7596, 1.6803], [-1.9981, -1.5626, 3.5143], [-0.4649, -2.0229, 2.7161], [-1.9703, -1.9581, 1.7580], [-1.4738, 0.6046, 4.5447], [-0.6512, 2.0218, 3.8199], [0.2758, 0.5359, 4.1546], [1.8632, 4.3702, -0.5875], [1.2572, 3.3646, -1.9388], [2.8470, 3.0128, -1.2120], [2.1868, 3.7601, 1.7675], [2.9170, 2.1351, 1.7798], [1.3861, 2.4315, 2.6409], [-0.1616, 4.3757, 0.5594], [-0.8763, 3.1013, 1.5980], [-1.2450, 3.1756, -0.1298], [-1.7649, 1.6869, -3.0350], [-1.3063, 1.2149, -4.2654], [-0.7257, 2.1103, -5.1811], [-0.7932, 3.4905, -4.9108], [-1.5376, 3.9562, -3.8061], [-2.0877, 3.0511, -2.8764], [-1.8311, 0.4281, -1.4968], [-1.2741, 1.5878, -0.7058], [-1.3353, 0.1377, -4.4403], [-0.2585, 1.7172, -6.0982], [-0.3510, 4.1910, -5.6289], [-1.7562, 5.0314, -3.7051], [-2.7263, 3.3864, -2.0366], [-3.6323, -3.5667, -0.0031], [-2.4198, -2.8083, -0.3216], [-1.1915, -3.3779, -0.4413], [-0.0451, -2.9096, -1.6545], [-0.8116, -4.3375, 0.4032], [-1.5568, -5.0410, 1.4432], [-3.8269, -3.5193, 1.0700], [-3.5620, -4.6141, -0.3109], [-4.4671, -3.0998, -0.5299], [-2.5430, -2.0329, -0.9764], [0.1781, -4.5660, 0.3364], [-0.8203, -5.6353, 2.0127], [-2.0714, -4.3935, 2.1692], [-2.3037, -5.7465, 1.0393]],
  "forces_ev_per_a": [[-3.2, -1.0, 2.7], [0.4, -0.3, 0.3], [-0.4, -0.4, 0.3], [-0.2, 1.4, 0.2], [-0.1, 0.6, 0.6], [-0.5, 1.7, 0.0], [0.8, 0.8, -2.8], [0.5, -0.7, -0.4], [0.1, -0.2, 0.0], [0.0, 0.2, 0.2], [0.1, -0.1, 0.3], [0.0, 0.2, -0.3], [0.0, -0.1, 0.1], [0.2, 0.1, -0.2], [0.1, -0.1, -0.1], [0.3, -0.4, 0.1], [-0.2, -0.4, -0.3], [0.7, -1.7, 0.4], [-0.1, 1.1, -1.0], [0.2, 0.2, 0.3], [0.2, 0.1, -0.2], [-0.3, -0.4, 0.0], [0.3, 0.1, -0.1], [0.0, -0.4, 0.1], [-0.2, 0.2, 0.3], [-0.1, -0.1, 0.3], [0.3, 0.4, -0.3], [-0.1, -0.4, -0.1], [0.1, 0.0, -0.3], [0.1, 0.2, 0.1], [-0.1, -0.2, 0.2], [0.1, -0.1, -0.2], [-0.2, 0.0, 0.0], [0.2, 0.2, 0.4], [0.3, 0.1, -0.1], [0.0, -0.3, 0.1], [-0.3, 0.2, 0.0], [0.1, -0.2, -0.2], [0.1, 0.0, 0.2], [-0.1, 0.1, 0.0], [-0.1, -0.3, -0.1], [0.0, 0.2, 0.1], [0.1, 0.0, -0.2], [0.1, -0.3, 0.1], [0.2, 0.0, -0.2], [0.1, 0.3, 0.1], [-0.5, 0.2, -0.6], [0.9, -0.1, 0.4], [-0.5, 0.2, 0.2], [-0.3, -0.3, 0.0], [-0.4, -0.2, -0.3], [0.7, -0.2, 0.3], [0.4, 1.8, -0.3], [-0.7, -1.1, -0.1], [0.3, 0.2, -0.1], [-0.4, 0.4, 0.5], [-0.2, -0.2, 0.4], [0.2, -0.6, 0.0], [0.7, -0.1, -0.5], [-0.6, 0.0, 0.5], [1.3, -0.2, -1.5], [-0.8, -0.1, 1.5], [0.3, 0.4, -0.1], [0.3, 0.5, -0.5], [-0.3, -0.8, 0.9], [-0.2, 0.0, -0.2], [0.0, 0.3, -0.1], [0.1, -0.1, 0.1], [-0.1, -0.6, 0.3], [-0.5, -0.2, -0.3], [-0.4, 0.3, -0.3], [0.4, 0.1, -0.5], [0.5, 0.3, 0.0]]
}